No. 1
Formula: C43H34Cl3N5O6SV
Source: the OMol25 dataset
Level of theory: ωB97M-V with the def2-TZVPD basis set

## Properties
orbital gap (spin up / spin down)	6.494 / 7.242	eV
2S+1	4
energy relative to the best compared isomer or geometry (same formula, charge and spin)	24.32	kcal/mol
HOMO energy (spin up / spin down)	-6.5 / -7.7	eV
<S²>	3.79
E	-5107.084787	Ha
strongest force on any atom	2.0	eV Å⁻¹

Geometry as XYZ:
```
93
Properties=species:S:1:pos:R:3:lowdin_charge:R:1
V 0.11144 -0.01114 0.26872 0.853
O -0.51469 -2.76495 3.83038 0.068
C -1.29624 -1.91081 4.53880 -0.242
C -1.84346 -2.32553 5.75172 -0.028
C -2.66430 -1.48815 6.48215 -0.087
C -2.96988 -0.22377 5.99952 -0.093
C -2.43927 0.18979 4.79128 -0.028
C -1.58062 -0.62079 4.04841 -0.061
C -0.99092 -0.09139 2.79114 -0.393
O -0.06101 -0.70758 2.17692 -0.079
N -1.48440 1.07174 2.34184 0.093
N -0.89697 1.32282 1.13375 -0.150
C -0.99220 2.50913 0.56727 -0.063
C -0.41536 2.59760 -0.75002 -0.246
C -0.27246 3.78935 -1.46249 -0.024
C 0.30339 3.75749 -2.71476 -0.059
C 0.72297 2.53865 -3.24984 -0.057
C 0.56318 1.40010 -2.49084 -0.104
N 0.01909 1.41204 -1.26601 0.022
H -0.39258 -3.57078 4.34027 0.110
H -1.61663 -3.32538 6.11480 0.114
H -3.06812 -1.83036 7.42759 0.104
H -3.60896 0.43471 6.57068 0.097
H -2.66448 1.17381 4.39788 0.104
H -1.44807 3.34711 1.07894 0.120
H -0.60724 4.71898 -1.01948 0.113
H 0.43750 4.67480 -3.27593 0.110
H 1.16835 2.47882 -4.23402 0.105
H 0.88387 0.42982 -2.84937 0.119
O 2.30913 0.66630 0.41518 -0.063
C 2.75528 -0.64087 0.84383 -0.291
C 1.75909 -1.67015 0.12918 -0.609
O 1.59814 -2.80094 0.56924 0.064
O 1.27732 -1.16302 -0.96596 -0.108
C 2.76897 -0.63317 2.36785 -0.139
C 2.82917 0.59170 3.02569 -0.020
C 2.88654 0.65289 4.41235 -0.077
C 2.90002 -0.51277 5.16281 -0.094
C 2.83953 -1.73694 4.51088 -0.078
C 2.76909 -1.80085 3.12595 -0.025
C 4.13801 -0.98129 0.27926 -0.119
C 4.87260 -0.01388 -0.39587 -0.020
C 6.12346 -0.31112 -0.92714 -0.082
C 6.65618 -1.58130 -0.78694 -0.095
C 5.92514 -2.55464 -0.11384 -0.070
C 4.67657 -2.26003 0.41191 -0.011
H 2.38937 0.63801 -0.54898 0.088
H 2.81615 1.50738 2.45278 0.114
H 2.91666 1.61794 4.90478 0.100
H 2.95973 -0.46686 6.24454 0.098
H 2.83451 -2.65701 5.08627 0.101
H 2.65078 -2.75399 2.63328 0.104
H 4.49075 0.99548 -0.48907 0.114
H 6.68064 0.45772 -1.45013 0.101
H 7.63170 -1.81477 -1.19785 0.099
H 6.32721 -3.55467 0.00101 0.103
H 4.10388 -3.03619 0.90110 0.111
Cl -4.14163 4.77849 -1.92708 0.682
C -4.65516 3.15376 -1.60280 -0.659
C -4.52979 2.63445 -0.32505 -0.088
C -4.93561 1.33214 -0.08143 -0.016
C -5.46905 0.53614 -1.09222 -0.203
C -5.87193 -0.89725 -0.78958 -0.323
C -4.83640 -1.93056 -1.22060 -0.053
N -3.51998 -1.86188 -0.59959 -0.038
C -2.95289 -2.82438 0.21626 -0.015
C -1.70480 -2.38806 0.52392 -0.058
N -1.49019 -1.17064 -0.11590 -0.003
C -2.60133 -0.89655 -0.76856 -0.102
O -6.14670 -1.05384 0.58007 -0.097
C -7.42616 -0.50199 0.92124 -0.149
C -7.38910 0.29166 2.18710 -0.325
C -7.31017 -0.23897 3.43637 -0.974
Cl -7.17396 -1.89923 3.82924 0.677
S -7.37719 0.95714 4.66413 1.001
C -7.52396 2.20617 3.50271 -0.408
C -7.51225 1.71482 2.23823 -0.149
C -5.58719 1.09564 -2.36068 -0.579
Cl -6.24104 0.16416 -3.67879 0.728
C -5.18632 2.39480 -2.63037 -0.125
H -4.11111 3.23808 0.47056 0.108
H -4.82776 0.91178 0.91468 0.136
H -6.75742 -1.14914 -1.37997 0.131
H -4.71578 -1.84307 -2.29916 0.119
H -5.24473 -2.91349 -1.00237 0.138
H -3.49630 -3.70353 0.52221 0.125
H -0.93300 -2.85620 1.10920 0.107
H -2.75038 -0.03488 -1.40001 0.147
H -8.14236 -1.32162 1.01054 0.130
H -7.76740 0.16320 0.12328 0.130
H -7.60032 3.23451 3.82547 0.069
H -7.58231 2.33125 1.34813 0.116
H -5.29122 2.80728 -3.62399 0.107
```

=====

No. 2
Formula: C43H34ClP3PbS2
Source: the OMol25 dataset
Level of theory: ωB97M-V with the def2-TZVPD basis set

## Properties
orbital gap	7.690	eV
energy relative to the best compared isomer or geometry (same formula, charge and spin)	9.30	kcal/mol
HOMO energy	-7.3	eV
E	-4132.540363	Ha
strongest force on any atom	1.5	eV Å⁻¹

Geometry as XYZ:
```
84
Properties=species:S:1:pos:R:3:lowdin_charge:R:1
Pb 0.09537 -0.19260 -1.21511 0.791
S -2.38236 -1.52482 -0.86347 0.221
P -2.71868 0.17603 0.18245 0.422
C -1.24868 1.11198 0.19414 -0.742
P -1.13593 2.59697 -0.71182 0.318
S 0.74992 2.71754 -1.34905 0.163
C -2.25327 2.81230 -2.15832 -0.331
C -3.31908 3.70506 -2.17345 -0.084
C -4.12853 3.80352 -3.29692 -0.082
C -3.88265 3.01862 -4.41183 -0.088
C -2.83075 2.11233 -4.39691 -0.077
C -2.02626 2.01263 -3.27563 -0.118
C -1.55167 4.03138 0.33354 -0.351
C -2.06902 3.84060 1.60766 -0.090
C -2.37498 4.93652 2.40328 -0.080
C -2.14779 6.22044 1.93144 -0.089
C -1.60727 6.41433 0.66608 -0.080
C -1.30847 5.32193 -0.13174 -0.104
C -3.11052 -0.26016 1.91302 -0.348
C -4.32686 -0.84037 2.26474 -0.083
C -4.57501 -1.17608 3.58657 -0.085
C -3.61613 -0.92950 4.56107 -0.097
C -2.40290 -0.35461 4.21292 -0.089
C -2.14854 -0.02320 2.88987 -0.098
C -4.28160 0.92454 -0.37050 -0.350
C -4.89443 0.51742 -1.54944 -0.103
C -6.10729 1.07598 -1.92503 -0.078
C -6.70831 2.03928 -1.12809 -0.084
C -6.08788 2.46106 0.03960 -0.076
C -4.87701 1.90677 0.41932 -0.089
H -3.52376 4.32575 -1.31140 0.103
H -4.96041 4.49713 -3.29526 0.106
H -4.50644 3.11134 -5.29199 0.102
H -2.63700 1.48711 -5.25946 0.105
H -1.19542 1.31618 -3.27559 0.049
H -2.21313 2.82983 1.97309 0.079
H -2.79012 4.78847 3.39256 0.102
H -2.38675 7.07448 2.55287 0.100
H -1.42000 7.41735 0.30413 0.103
H -0.87524 5.45456 -1.11643 0.105
H -5.07727 -1.02258 1.50402 0.112
H -5.52269 -1.62309 3.86065 0.103
H -3.82310 -1.17743 5.59504 0.103
H -1.65531 -0.16219 4.97224 0.107
H -1.21179 0.43585 2.59566 0.090
H -4.41988 -0.24082 -2.15798 0.066
H -6.58551 0.75015 -2.84009 0.106
H -7.66354 2.46112 -1.41489 0.103
H -6.55013 3.21898 0.65985 0.105
H -4.39016 2.23161 1.33107 0.101
Cl 2.79956 -0.01464 0.96849 0.679
C 3.46804 -1.58820 0.65533 -0.655
C 4.84643 -1.72976 0.68840 -0.105
C 5.40983 -2.97924 0.49515 -0.074
C 4.60020 -4.08401 0.28292 -0.072
C 3.22439 -3.93747 0.25393 -0.068
C 2.63015 -2.68821 0.43029 -0.375
P 0.80832 -2.47659 0.30887 0.918
C 0.35051 -3.94008 -0.68255 -0.395
C 0.50304 -3.82221 -2.06432 -0.117
C 0.18467 -4.87657 -2.90345 -0.072
C -0.29066 -6.06613 -2.36963 -0.079
C -0.43542 -6.19329 -0.99642 -0.072
C -0.11775 -5.13870 -0.15298 -0.084
C 0.22488 -2.85265 1.98920 -0.351
C 1.06192 -2.75513 3.09705 -0.076
C 0.55959 -3.00496 4.36603 -0.077
C -0.77117 -3.35500 4.53459 -0.088
C -1.61329 -3.43113 3.43359 -0.084
C -1.12505 -3.16651 2.16548 -0.123
H 5.47024 -0.86452 0.86760 0.107
H 6.48606 -3.08813 0.51426 0.108
H 5.04378 -5.06013 0.13677 0.107
H 2.59128 -4.79715 0.07762 0.105
H 0.86885 -2.89120 -2.48392 0.070
H 0.30129 -4.76713 -3.97395 0.107
H -0.55034 -6.88834 -3.02352 0.104
H -0.80134 -7.12197 -0.57677 0.106
H -0.24128 -5.25084 0.91619 0.105
H 2.10446 -2.49095 2.96714 0.099
H 1.21330 -2.93184 5.22616 0.104
H -1.15811 -3.55982 5.52486 0.106
H -2.65764 -3.68549 3.56245 0.109
H -1.78584 -3.19122 1.30800 0.063
```